(1)
{"formula": "C27H33MnN7S", "method": "ωB97M-V with the def2-TZVPD basis set", "spin_multiplicity": 6, "gap_ev": [8.70, 7.63], "total_charge": 2, "s_squared": 8.75, "de_lowest_ev": 0.000, "homo_energy_ev": [-13.28, -13.28], "e_lumo_ev": [-4.58, -5.66], "elements": ["Mn", "C", "N", "C", "C", "N", "C", "C", "C", "C", "C", "C", "N", "C", "N", "C", "C", "C", "C", "C", "C", "N", "H", "H", "H", "H", "H", "H", "H", "H", "H", "H", "H", "H", "H", "H", "H", "C", "C", "C", "C", "C", "C", "C", "C", "C", "H", "H", "H", "H", "H", "H", "H", "H", "H", "H", "H", "H", "C", "N", "C", "N", "S", "H", "H", "H", "H", "H", "H"], "xyz": [[0.51742, -1.14647, 0.67606], [-2.50886, -0.93759, 0.10518], [-1.40561, -1.71088, -0.41655], [-1.15812, -1.80183, -1.84268], [0.23631, -2.32997, -2.04211], [1.05954, -2.34550, -1.00454], [2.28075, -2.80527, -1.47227], [3.50201, -2.96879, -0.82052], [4.59061, -3.28456, -1.57297], [4.48096, -3.44979, -2.98974], [3.30313, -3.24697, -3.66414], [2.20336, -2.93313, -2.86559], [0.86141, -2.66435, -3.17216], [-2.24312, -0.74560, 1.56849], [-1.08257, -1.05671, 2.12697], [-1.24985, -0.75850, 3.46342], [-0.33254, -0.85791, 4.52194], [-0.80068, -0.50558, 5.77017], [-2.10096, 0.03407, 5.95329], [-2.95836, 0.18566, 4.91770], [-2.53342, -0.26026, 3.69153], [-3.15325, -0.31794, 2.43789], [-3.44730, -1.45902, -0.01400], [-2.50265, 0.04284, -0.38432], [-1.42213, -2.63832, -0.00884], [-1.25877, -0.76656, -2.26173], [-1.86006, -2.43394, -2.36746], [3.61927, -2.94544, 0.26478], [5.54175, -3.45975, -1.11525], [5.34985, -3.70270, -3.57009], [3.26478, -3.39131, -4.74020], [0.42954, -2.62017, -4.09139], [0.67545, -1.26862, 4.43287], [-0.22011, -0.65766, 6.67918], [-2.35979, 0.36299, 6.96703], [-3.93762, 0.58165, 5.08898], [-4.09645, -0.02695, 2.21849], [3.75606, -0.15660, 2.82873], [2.72784, 0.43645, 1.91325], [2.85001, 0.26186, 0.52451], [1.89815, 0.79616, -0.37013], [2.19794, 0.71393, -1.84358], [0.70514, 1.33112, 0.11983], [0.60780, 1.56769, 1.51667], [-0.56967, 2.30443, 2.10393], [1.58544, 1.04659, 2.39223], [4.26863, -1.01338, 2.40750], [3.28693, -0.47083, 3.75588], [4.50885, 0.60372, 3.12004], [3.77381, -0.12566, 0.11880], [2.90017, 1.52919, -2.04094], [1.31082, 0.88677, -2.44825], [2.69879, -0.21227, -2.16724], [-0.03000, 1.80669, -0.54477], [-0.27410, 3.32234, 2.29246], [-0.89171, 1.82115, 3.01487], [-1.43258, 2.38384, 1.43474], [1.49976, 1.25531, 3.47116], [-3.67377, 5.04665, -4.12139], [-2.83824, 4.12251, -3.37733], [-2.86944, 2.79597, -3.36108], [-3.61285, 2.14857, -4.26055], [-1.97555, 1.91028, -2.23251], [-3.27535, 6.03767, -3.88765], [-4.72824, 4.94162, -3.85957], [-3.57771, 4.89393, -5.21408], [-2.22038, 4.46593, -2.64673], [-4.21360, 2.69331, -4.89919], [-3.67684, 1.14592, -4.20702]], "forces_ev_per_a": [[0.03, 0.42, 0.07], [0.28, 0.38, 0.15], [0.90, -0.41, 0.32], [-0.10, 0.91, -0.83], [0.17, 0.94, 1.03], [-0.03, -0.59, 0.41], [0.33, 0.63, -0.75], [-0.15, -0.20, 0.90], [0.03, -0.43, -1.67], [0.22, 0.43, 0.75], [-0.18, -0.34, 0.08], [-0.41, -0.13, 0.10], [-0.15, 0.04, -0.56], [0.11, -0.66, -0.78], [-0.25, 0.24, -0.53], [0.72, 0.21, 1.06], [-0.13, -0.36, 0.34], [-0.49, 0.20, 0.40], [1.41, -0.02, 1.25], [-0.91, 0.05, 0.09], [0.32, -0.42, -1.04], [-0.05, 0.47, 0.57], [-0.57, 0.13, -0.23], [-0.37, -0.12, -0.14], [-0.16, -0.25, -0.04], [0.14, -0.73, 0.13], [-0.42, -0.22, -0.18], [-0.30, 0.22, -0.24], [0.34, -0.03, 0.21], [0.27, -0.10, 0.03], [-0.19, 0.13, 0.19], [0.30, -0.15, 0.27], [-0.34, 0.10, -0.27], [0.18, 0.11, -0.42], [-0.10, -0.22, -0.53], [-0.43, 0.20, -0.10], [0.15, -0.06, 0.01], [0.27, 0.75, 0.58], [0.16, -1.23, -0.68], [-0.26, 0.81, -0.01], [0.44, -1.31, -0.38], [0.17, 0.26, -0.04], [0.15, 1.03, 0.84], [-0.31, -0.68, 0.07], [-0.07, -0.31, -0.67], [-0.67, 1.21, 0.26], [0.10, -0.01, -0.22], [-0.05, -0.07, 0.17], [-0.29, -0.38, -0.27], [0.00, -0.26, -0.04], [-0.05, -0.02, -0.24], [-0.08, 0.02, -0.05], [-0.22, 0.23, 0.35], [0.29, -0.41, 0.18], [0.16, 0.45, 0.38], [-0.03, 0.11, 0.40], [0.22, -0.22, -0.14], [-0.11, -0.26, -0.57], [0.37, -0.07, -0.64], [0.58, -0.15, 0.81], [-0.23, -0.38, -0.30], [-0.85, 0.99, -0.76], [0.39, -0.22, 0.36], [-0.49, -0.10, -0.15], [0.06, 0.20, 0.17], [0.08, 0.06, 0.49], [-0.36, 0.24, -0.37], [0.52, -0.85, 0.50], [-0.08, 0.20, -0.10]], "lowdin_charge": [1.045, -0.102, -0.122, -0.101, -0.278, 0.056, -0.231, -0.035, -0.048, -0.042, 0.003, -0.164, 0.202, -0.297, 0.079, -0.241, -0.016, -0.050, -0.056, -0.012, -0.176, 0.211, 0.141, 0.065, 0.138, 0.085, 0.135, 0.117, 0.111, 0.113, 0.126, 0.190, 0.114, 0.118, 0.127, 0.123, 0.189, -0.019, -0.266, -0.035, -0.295, -0.013, -0.064, -0.243, -0.009, -0.025, 0.080, 0.078, 0.115, 0.129, 0.108, 0.076, 0.084, 0.044, 0.099, 0.071, 0.088, 0.144, -0.053, -0.058, -0.915, 0.109, 0.617, 0.100, 0.096, 0.099, 0.121, 0.123, 0.095]}


(2)
{"formula": "C23H25HfN2O", "method": "ωB97M-V with the def2-TZVPD basis set", "gap_ev": 8.10, "total_charge": 1, "de_lowest_ev": 0.000, "homo_energy_ev": -12.33, "e_lumo_ev": -4.23, "elements": ["C", "C", "C", "H", "C", "C", "H", "C", "C", "C", "H", "C", "C", "H", "H", "H", "H", "H", "H", "Hf", "C", "C", "C", "H", "H", "H", "H", "H", "H", "C", "C", "H", "H", "O", "N", "C", "H", "C", "C", "H", "C", "H", "C", "H", "C", "H", "C", "H", "H", "H", "N", "C"], "xyz": [[1.88578, 1.57846, 2.62265], [0.58851, 1.89972, 2.09762], [-0.12672, 0.68162, 1.89858], [0.15086, 2.89481, 2.01690], [0.72456, -0.40088, 2.33075], [1.95356, 0.16277, 2.78792], [0.40495, -1.43423, 2.45013], [3.11373, 2.44199, -0.92036], [2.02295, 3.00092, -0.18181], [0.79685, 2.55801, -0.78657], [2.11243, 3.75678, 0.59518], [1.14478, 1.71574, -1.90319], [2.58273, 1.67802, -1.99410], [-1.18624, 0.58977, 1.66388], [2.76346, -0.39440, 3.25969], [2.64143, 2.29716, 2.94000], [3.14770, 1.19058, -2.79238], [-0.21107, 2.91136, -0.56837], [4.17184, 2.63823, -0.74234], [1.67670, 0.64205, 0.29472], [0.24970, 0.60062, -2.40711], [0.74464, 0.07509, -3.75967], [-1.21990, 1.00981, -2.43961], [0.89990, 0.91027, -4.45549], [0.00337, -0.60163, -4.20098], [1.68656, -0.47724, -3.65621], [-1.34877, 1.91918, -3.04500], [-1.62502, 1.21297, -1.43742], [-1.82459, 0.20954, -2.88717], [0.44503, -0.47662, -1.27899], [0.18852, -1.95166, -1.59698], [-0.17382, -0.19911, -0.37718], [1.59497, -0.59402, -1.11738], [1.11877, -2.52181, -2.14701], [-0.98985, -2.51719, -1.12497], [-1.02177, -2.82653, 0.32808], [-1.21601, -3.34633, -1.66963], [-2.08183, -2.03800, 1.04721], [-2.24688, -2.21534, 2.42631], [-1.63059, -2.96008, 2.93874], [-3.17752, -1.44178, 3.12094], [-3.28950, -1.57829, 4.19794], [-3.95935, -0.50449, 2.43489], [-4.67981, 0.10414, 2.98127], [-3.82667, -0.35900, 1.04965], [-4.44703, 0.34535, 0.49437], [-2.89279, -1.13717, 0.35097], [-2.79098, -1.07411, -0.73623], [-0.03096, -2.62372, 0.77804], [-1.20622, -3.90671, 0.45502], [4.71519, -0.99499, 0.34928], [3.67443, -0.44964, 0.31544]], "forces_ev_per_a": [[-0.72, -0.30, 0.00], [-0.11, -0.58, 0.91], [0.32, -0.02, 1.02], [0.34, -0.35, -0.25], [-0.05, 0.58, 0.12], [-0.47, 0.06, -0.11], [0.24, 0.34, -0.17], [-0.60, 0.37, -0.05], [0.28, 0.18, -0.74], [0.43, 0.17, -0.83], [0.01, -0.34, -0.18], [0.90, 0.24, 1.28], [-0.78, -0.10, 0.49], [0.28, 0.01, -0.16], [-0.16, 0.23, -0.44], [-0.19, -0.28, -0.28], [-0.15, -0.07, 0.60], [0.38, -0.26, 0.17], [-0.42, -0.17, 0.03], [2.37, 2.93, 1.92], [-0.07, -0.36, -0.24], [-0.07, -0.05, -0.07], [-0.31, 0.09, -0.21], [-0.09, -0.16, 0.21], [0.21, 0.08, 0.09], [-0.21, 0.13, -0.08], [0.05, -0.31, 0.12], [0.13, -0.02, -0.21], [0.11, 0.21, 0.13], [0.17, -1.26, -1.08], [1.42, -0.70, 0.02], [0.20, -0.08, -0.14], [-1.29, -0.84, -1.15], [-1.68, 0.39, 0.03], [0.18, -0.62, -0.60], [-0.02, 0.07, -0.07], [0.24, 0.08, 0.10], [-0.38, 0.22, 0.13], [-0.07, 0.29, -0.17], [-0.23, 0.25, -0.02], [0.11, -0.10, -0.14], [-0.03, 0.09, -0.33], [0.09, 0.01, -0.17], [0.18, -0.18, -0.15], [0.20, -0.24, 0.07], [0.09, -0.17, 0.25], [-0.04, 0.07, 0.34], [-0.11, 0.10, 0.46], [-0.33, -0.19, -0.24], [0.17, 0.40, -0.13], [-2.06, 1.07, -0.07], [1.53, -0.88, -0.01]], "lowdin_charge": [-0.135, -0.174, -0.179, 0.133, -0.164, -0.135, 0.102, -0.106, -0.176, -0.148, 0.127, -0.237, -0.057, 0.111, 0.131, 0.132, 0.139, 0.135, 0.133, 1.458, -0.478, -0.010, -0.015, 0.111, 0.102, 0.094, 0.113, 0.082, 0.100, -0.140, -0.427, 0.106, 0.089, 0.134, 0.058, -0.118, 0.151, -0.246, -0.055, 0.125, -0.063, 0.114, -0.076, 0.110, -0.073, 0.110, -0.061, 0.100, 0.116, 0.148, 0.019, -0.312]}


(3)
{"formula": "C5H7NO", "method": "ωB97M-V with the def2-TZVPD basis set", "gap_ev": 9.90, "de_lowest_ev": 4.463, "homo_energy_ev": -8.90, "e_lumo_ev": 0.99, "elements": ["C", "C", "C", "C", "C", "H", "H", "H", "H", "H", "H", "H", "N", "O"], "xyz": [[0.71139, -0.87957, 0.00175], [-0.60451, -0.64459, -0.91580], [-0.55319, -0.43522, 0.98038], [-0.85950, 1.01633, 0.53021], [-0.85817, 0.87260, -0.78557], [2.63402, -0.22960, 0.28614], [1.65296, 1.14896, 0.04157], [0.96978, -1.89815, 0.10893], [-0.94467, -1.01198, -1.91332], [-0.83244, -0.45404, 2.02060], [-0.61381, 1.88297, 1.28336], [-0.96278, 1.58292, -1.54284], [1.73688, 0.07656, -0.16543], [-1.47599, -1.02720, 0.07002]], "forces_ev_per_a": [[-3.86, 3.43, 0.38], [-0.43, 1.22, -2.74], [-0.84, 1.68, -0.09], [2.76, 1.68, 2.10], [0.64, 0.02, 0.58], [-1.29, 0.39, -0.74], [-0.72, -3.22, -0.49], [0.70, -0.89, 0.02], [1.07, -0.30, 0.59], [0.53, -1.26, 0.62], [-1.22, -1.40, -1.93], [-0.03, 0.94, -1.10], [3.26, 1.21, 0.98], [-0.56, -3.50, 1.81]], "lowdin_charge": [-0.185, -0.276, -0.211, -0.063, -0.040, 0.090, 0.134, 0.124, 0.152, 0.125, 0.141, 0.082, 0.009, -0.082]}